Record 1
The following is a quantum chemistry calculation of C2H5NO2S in the gas phase in a non-equilibrium geometry, from OMol25.

Geometry as XYZ:
```
11
Properties=species:S:1:pos:R:3:lowdin_charge:R:1
C -1.947 -0.183 0.324 -0.031
C -0.569 0.274 -0.018 -0.197
N 0.346 -0.579 -0.263 -0.148
S 1.921 -0.230 -0.348 0.840
O 2.597 -1.162 0.488 -0.375
O 2.159 1.692 -0.115 -0.535
H -1.785 -1.106 0.773 0.061
H -2.495 -0.292 -0.515 0.046
H -2.339 0.566 1.132 0.135
H -0.369 1.336 0.170 0.118
H 2.481 -0.316 -1.629 0.085
```

Output
- frontier orbital gap (Eh) = 0.336
- molecular weight (g mol⁻¹) = 107.1
- LUMO (eV) = -0.56
- calculated total energy (Eh) = -682.437181
- energy above the lowest of the compared OMol25 structures with the same formula, charge and spin (kJ/mol) = 531.4
- 2S+1 = 1



Record 2
The following is a quantum chemistry calculation of 7 unconnected molecules or ions with the total composition C31H35N7 in a non-equilibrium geometry, from OMol25.

Geometry as XYZ:
```
73
Properties=species:S:1:pos:R:3:lowdin_charge:R:1
C 4.178 0.727 -2.975 -0.124
C 4.467 1.984 -2.377 -0.106
C 3.642 2.080 -1.279 -0.151
N 2.905 0.943 -1.191 0.010
C 3.206 0.108 -2.245 -0.138
H 4.598 0.322 -3.882 0.090
H 5.237 2.653 -2.719 0.086
H 3.611 2.840 -0.517 0.104
H 2.210 0.824 -0.475 0.118
H 2.627 -0.770 -2.469 0.092
C -3.149 -0.032 -5.301 -0.104
C -2.676 -0.543 -4.055 -0.108
C -3.659 -0.335 -3.132 -0.149
N -4.692 0.309 -3.760 -0.001
C -4.388 0.495 -5.081 -0.151
H -2.600 -0.134 -6.222 0.091
H -1.771 -1.107 -3.902 0.085
H -3.725 -0.581 -2.086 0.096
H -5.520 0.602 -3.272 0.142
H -5.106 0.930 -5.755 0.106
C -0.157 0.689 6.731 -0.104
C 0.199 1.980 6.247 -0.119
C 1.182 1.828 5.313 -0.156
N 1.447 0.481 5.231 0.015
C 0.652 -0.204 6.096 -0.147
H -0.946 0.522 7.444 0.089
H -0.241 2.901 6.595 0.090
H 1.715 2.541 4.709 0.106
H 2.078 0.039 4.583 0.112
H 0.804 -1.266 6.192 0.099
C 2.941 -2.410 4.441 -0.132
C 4.088 -2.331 3.604 -0.109
C 3.672 -2.459 2.306 -0.136
N 2.320 -2.607 2.326 0.013
C 1.868 -2.601 3.616 -0.158
H 2.957 -2.389 5.518 0.092
H 5.119 -2.251 3.905 0.092
H 4.270 -2.400 1.413 0.108
H 1.679 -2.748 1.562 0.120
H 0.800 -2.676 3.746 0.115
C -2.568 5.624 -3.556 -0.075
C -1.892 5.347 -2.386 -0.070
C -2.273 4.225 -1.663 -0.156
N -3.280 3.432 -2.007 0.062
C -3.917 3.714 -3.144 -0.162
C -3.576 4.752 -3.972 -0.069
H -2.324 6.444 -4.219 0.105
H -1.088 5.980 -2.034 0.102
H -1.697 3.936 -0.789 0.094
H -4.703 3.013 -3.401 0.085
H -4.109 4.984 -4.884 0.102
C -0.179 -4.014 -1.274 -0.083
C 1.205 -3.947 -1.234 -0.081
C 1.915 -5.021 -0.711 -0.163
N 1.340 -6.099 -0.205 0.060
C 0.026 -6.178 -0.287 -0.159
C -0.780 -5.185 -0.842 -0.068
H -0.740 -3.211 -1.737 0.090
H 1.724 -3.013 -1.419 0.088
H 2.999 -4.963 -0.695 0.105
H -0.475 -7.051 0.119 0.103
H -1.855 -5.295 -0.777 0.101
C -1.536 1.546 1.352 -0.071
C -1.901 0.675 0.327 -0.063
C -1.040 -0.359 0.033 -0.147
N 0.110 -0.595 0.687 0.053
C 0.342 0.158 1.759 -0.162
C -0.439 1.246 2.132 -0.052
H -2.091 2.464 1.506 0.108
H -2.830 0.849 -0.198 0.088
H -1.312 -1.170 -0.636 0.085
H 1.217 -0.132 2.334 0.083
H -0.119 1.893 2.937 0.087
```

Output
- frontier orbital gap (Eh) = 0.323
- molecular weight (g mol⁻¹) = 505.7
- LUMO (eV) = 0.53
- calculated total energy (Eh) = -1585.498812
- energy above the lowest of the compared OMol25 structures with the same formula, charge and spin (kJ/mol) = 45.2
- 2S+1 = 1